Below is a structure of composition C20H32F6Na3O24S2 in a non-equilibrium geometry, with properties calculated with the ωB97M-V functional and the def2-TZVPD basis.

Last column: Mulliken spin population.
Element x y z (Å)
Na1 0.160099 1.757248 -4.669609  -0.001
Na2 -3.161041 -2.946742 -1.646299  0.000
Na3 1.115619 -2.255772 -4.821889  0.005
C1 4.656669 1.075338 -3.679659  -0.012
F1 5.089509 2.330798 -3.635019  -0.001
F2 5.736979 0.243978 -3.847419  -0.001
F3 4.191769 0.786628 -2.473719  -0.001
S1 3.377939 0.836278 -5.168249  -0.096
O1 4.077199 0.970188 -6.447369  0.465
O2 2.841869 -0.538942 -4.954139  0.401
O3 2.316729 1.816798 -4.978359  0.243
C2 0.851479 -0.037842 -0.339499  0.000
F4 1.110959 -0.901372 0.660431  0.000
F5 0.022339 0.963408 0.170131  0.000
F6 1.984869 0.494238 -0.842029  0.000
S2 -0.196291 -0.738052 -1.819119  -0.008
O4 0.644199 -1.834092 -2.356699  0.000
O5 -1.496241 -1.206022 -1.272989  0.000
O6 -0.242521 0.403328 -2.733659  0.003
C3 2.977019 3.720548 -1.261719  0.000
C4 2.183179 4.643828 -0.358819  0.000
O7 0.969279 4.726848 -1.037569  0.000
C5 0.978389 3.860258 -2.171649  0.000
O8 0.060939 3.630968 -2.998019  0.000
O9 2.065439 3.118878 -2.129649  -0.001
H1 3.387859 2.941298 -0.619779  0.000
H2 3.846609 4.075578 -1.814759  0.000
H3 2.731609 5.585068 -0.396109  0.000
H4 2.050919 4.153568 0.605681  0.000
C6 -3.113151 2.807928 -2.021929  0.000
C7 -3.705831 1.444778 -2.329219  0.000
O10 -4.939451 1.791898 -2.999039  0.000
C8 -5.255751 3.030468 -2.635549  0.000
O11 -6.300261 3.543578 -2.937099  0.000
O12 -4.196321 3.717198 -2.064599  0.000
H5 -2.347731 3.008928 -2.771489  0.000
H6 -2.698191 3.039098 -1.040879  0.000
H7 -3.743431 0.805008 -1.447529  0.000
H8 -3.063421 0.947308 -3.055819  0.000
C9 1.995419 1.791288 2.935491  0.000
O13 2.130319 0.836458 3.998281  0.000
C10 0.992059 0.644838 4.723301  0.000
O14 -0.067211 1.275768 4.716901  0.000
O15 1.276069 -0.393832 5.511071  0.000
C11 0.566509 -0.726672 6.744251  0.000
H9 1.757099 1.325958 1.979051  0.000
H10 2.978279 2.256078 2.857691  0.000
H11 1.255109 2.571188 3.113811  0.000
H12 -0.411131 -0.250812 6.667641  0.000
H13 0.975219 -0.152542 7.575771  0.000
H14 0.499009 -1.793012 6.959831  0.000
C12 -3.174021 -3.354882 6.189581  0.000
O16 -2.043851 -2.709972 5.600271  0.000
C13 -1.137311 -3.477562 4.888151  0.000
O17 -1.110911 -4.690602 4.833801  0.000
O18 -0.381961 -2.528872 4.282371  0.000
C14 0.442509 -2.969072 3.192181  0.000
H15 -3.642511 -2.648132 6.874501  0.000
H16 -2.849261 -4.313312 6.594611  0.000
H17 -4.040961 -3.440272 5.534441  0.000
H18 0.004719 -3.846852 2.716851  0.000
H19 1.437929 -3.275092 3.514051  0.000
H20 0.664099 -2.195612 2.456821  0.000
C15 3.275489 -5.901842 -5.038419  0.000
O19 3.595999 -5.321712 -3.803139  0.000
C16 3.570229 -4.027192 -3.698909  -0.001
O20 3.311899 -3.257282 -4.646289  0.003
O21 4.102789 -3.714742 -2.563729  0.000
C17 4.176019 -2.336502 -2.137189  -0.001
H21 4.084479 -5.853932 -5.767349  0.000
H22 2.323839 -5.470012 -5.348259  0.000
H23 3.090159 -6.955002 -4.827189  0.000
H24 4.871999 -2.381422 -1.299519  0.000
H25 3.167679 -1.987752 -1.914179  0.000
H26 4.531499 -1.689372 -2.939029  0.000
C18 -2.580631 1.037608 2.520821  0.000
O22 -3.917531 0.585918 2.371121  0.000
C19 -4.755621 1.364608 1.686661  0.000
O23 -4.488851 2.437478 1.141981  0.000
O24 -5.944771 0.856038 1.701161  0.000
C20 -7.036731 1.316288 0.874881  0.000
H27 -2.477681 2.102988 2.726891  0.000
H28 -2.005031 0.802048 1.625671  0.000
H29 -2.092861 0.456888 3.303721  0.000
H30 -7.781541 1.812068 1.497431  0.000
H31 -7.447171 0.449578 0.356771  0.000
H32 -6.658701 1.928398 0.056031  0.000

Cartesian forces, eV/Å:
-0.6 0.6 0.8
0.3 0.4 0.3
0.7 -0.2 0.5
2.4 -0.4 0.6
-0.6 -0.5 -0.8
-1.7 1.1 -0.7
-1.1 -0.1 -0.8
0.1 -0.5 1.6
-0.4 -0.3 0.9
0.6 1.6 -0.6
1.1 -0.6 -0.3
-1.9 0.8 0.3
-0.1 0.9 -1.6
1.7 -1.3 -0.7
-1.1 -0.6 0.8
0.7 -1.1 0.4
-0.8 0.7 0.0
1.4 0.5 -0.8
-0.3 -0.4 0.2
2.3 -1.5 1.6
1.5 -0.3 -0.9
-2.0 -0.9 -3.4
-3.2 -0.2 0.3
2.8 1.3 2.6
-0.3 0.0 -1.1
0.1 -0.3 -0.2
-0.4 0.7 -0.1
-0.6 0.3 0.8
-0.1 0.7 0.1
0.8 0.8 0.7
0.7 0.1 -0.4
1.1 -1.6 1.3
-1.4 3.2 -1.0
1.1 -0.6 0.8
-1.5 -1.4 -1.1
-0.1 0.6 -0.1
0.3 -1.0 0.1
-0.9 0.0 0.1
-0.2 -0.2 -0.1
0.6 0.4 0.0
-1.6 0.6 -0.5
-1.4 -0.1 1.5
2.4 -1.0 -0.6
0.6 -0.7 0.4
-1.1 2.1 -0.4
0.0 -0.3 0.2
0.0 0.0 -0.1
-0.1 -0.2 0.4
-0.4 -0.6 -0.2
0.8 -0.4 -0.1
0.3 0.2 -0.6
-0.3 0.1 0.1
0.7 -0.7 -0.9
-1.7 0.5 0.8
0.4 2.0 -0.3
0.3 -0.8 -0.7
0.7 -0.9 0.1
0.9 -0.1 0.7
-0.5 0.2 0.2
0.5 -0.6 -0.9
-0.2 0.1 -0.1
-0.1 -0.1 0.5
-0.8 0.3 0.4
-1.0 -1.0 -0.4
0.1 -0.5 0.9
1.5 0.7 -2.2
-1.0 -0.4 1.4
-0.2 0.7 1.1
-0.2 -0.2 -0.6
-0.2 0.5 0.0
0.2 0.0 -0.7
0.1 0.1 0.0
-0.4 0.4 0.0
0.1 -0.1 0.5
0.3 -0.4 0.0
1.1 -0.1 -0.1
-0.5 -0.1 0.0
0.7 2.9 -1.0
0.4 -1.6 0.5
-1.5 -1.8 0.4
0.7 0.1 -0.6
-0.4 -0.1 0.0
-0.2 0.2 -0.3
-0.5 0.1 0.2
0.2 0.0 -0.2
-0.2 -0.2 0.6
0.0 0.5 0.4

Values from the calculation:
E_tot in eV: -121608.4090
Multiplicity: 2
Frontier orbital gap (alpha / beta) in hartree: 0.269 / 0.088
LUMO (alpha / beta) in eV: -6.68 / -11.62
Net charge: +2
E_HOMO (alpha / beta) in eV: -14.01 / -14.01

***

Below is a cluster of 4 separate species, C29H24F3O14P in total in a non-equilibrium geometry, with properties calculated with the ωB97M-V functional and the def2-TZVPD basis.

Last column: Löwdin charge in e.
Element x y z (Å)
O1 2.087624 -4.072971 0.324861  -0.063
C1 1.979999 -3.208913 -0.693140  -0.284
C2 0.631962 -3.160388 -1.680373  -0.344
P1 -1.015417 -3.343728 -0.717121  0.895
C3 -1.789977 -1.577397 -0.440510  -0.336
C4 -2.462049 -0.951156 -1.797288  -0.256
O2 -1.990644 -1.623735 -3.033959  -0.104
C5 -2.319802 0.672637 -1.964025  -0.162
F1 -1.199783 1.288738 -1.216057  0.010
F2 -3.582175 1.380291 -1.533925  -0.014
F3 -2.127397 1.088806 -3.403788  -0.002
C6 3.172983 -2.110623 -1.096168  -0.100
C7 4.257430 -2.481888 -2.276279  -0.029
C8 5.380055 -1.347412 -2.664231  -0.060
C9 5.371217 0.117548 -1.866682  -0.052
C10 4.273163 0.445083 -0.662294  -0.049
C11 3.128771 -0.688802 -0.250504  -0.017
H1 0.808893 -3.971353 -2.505407  0.101
H2 0.618836 -2.081965 -2.174195  0.081
H3 -0.779281 -3.945722 0.602458  -0.059
H4 -0.965415 -0.916584 0.061981  0.083
H5 -2.661083 -1.736856 0.351227  0.093
H6 -3.630564 -1.188852 -1.738286  0.180
H7 -1.086936 -1.247215 -3.251441  0.104
H8 4.268992 -3.510753 -2.855314  0.098
H9 6.163156 -1.561348 -3.524656  0.086
H10 6.153652 0.969265 -2.153922  0.066
H11 4.241475 1.481582 -0.095819  0.084
H12 2.313273 -0.499946 0.600670  0.103
C12 -3.426066 -4.141229 5.310502  0.080
C13 -3.493363 -4.013279 3.983920  -0.205
C14 -2.405258 -4.518724 3.101771  -0.297
O3 -2.503984 -4.403766 1.885198  0.038
C15 -1.234617 -5.141542 3.739185  0.083
C16 -1.165946 -5.266272 5.065975  -0.205
C17 -2.266410 -4.785740 5.945863  -0.304
O4 -2.182882 -4.930967 7.160807  0.109
O5 -0.067473 -5.848134 5.671771  0.085
O6 -4.578981 -3.406250 3.379707  0.077
H13 -4.210797 -3.780389 5.963428  0.139
H14 -0.442969 -5.488455 3.087509  0.139
H15 -0.256753 -5.822420 6.635106  0.118
H16 -4.392394 -3.437436 2.416124  0.111
C18 -8.800617 2.490541 1.170769  0.076
C19 -8.402602 3.597227 0.540252  -0.208
C20 -7.053786 3.689216 -0.084143  -0.301
O7 -6.723291 4.712377 -0.673149  0.110
C21 -6.157007 2.529331 0.038542  0.079
C22 -6.553945 1.424029 0.672097  -0.205
C23 -7.912484 1.322291 1.272224  -0.306
O8 -8.255359 0.286480 1.832307  0.104
O9 -5.715256 0.331292 0.793437  0.068
O10 -9.230873 4.700248 0.443137  0.079
H17 -9.779096 2.409244 1.627157  0.138
H18 -5.173079 2.616086 -0.404285  0.118
H19 -6.231965 -0.340244 1.289979  0.112
H20 -8.716368 5.369447 -0.058596  0.117
C24 6.399268 4.811479 -1.587240  0.080
C25 6.797283 5.918164 -2.217758  -0.205
C26 8.146099 6.010154 -2.842153  -0.304
O11 8.476594 7.033314 -3.431159  0.110
C27 9.042878 4.850268 -2.719468  0.079
C28 8.645940 3.744966 -2.085913  -0.206
C29 7.287401 3.643228 -1.485785  -0.299
O12 6.944526 2.607418 -0.925703  0.065
O13 9.484628 2.652229 -1.964573  0.082
O14 5.969012 7.021186 -2.314873  0.084
H21 5.420789 4.730181 -1.130853  0.138
H22 10.026806 4.937023 -3.162295  0.139
H23 8.967920 1.980694 -1.468031  0.117
H24 6.483517 7.690385 -2.816605  0.118

Cartesian forces, eV/Å:
-0.6 5.4 -6.2
0.7 -2.9 3.2
2.0 1.3 0.9
-1.1 -0.8 -1.0
0.5 0.7 1.3
-0.7 -0.9 -0.3
0.8 2.0 1.7
-0.2 2.8 -0.7
-3.6 -1.9 -2.4
4.1 -2.2 -1.2
-0.5 -1.4 4.8
1.4 1.5 0.0
0.5 4.2 1.8
-3.1 0.9 3.0
-2.5 -2.5 0.9
-0.5 -3.7 -1.9
3.4 -0.7 -3.5
-0.6 1.5 1.6
0.2 -2.4 0.9
0.5 1.4 -1.0
-1.8 -0.8 -1.1
1.9 0.3 -1.6
2.7 0.8 -0.3
-1.5 -0.6 0.3
-0.2 2.4 1.5
-1.8 0.6 2.1
-2.0 -2.3 0.7
0.3 -2.4 -1.4
2.1 -0.5 -2.2
0.2 -0.1 0.3
-1.6 0.9 -0.2
0.6 -0.3 -0.6
-0.4 0.1 0.9
-0.2 0.1 -0.4
1.7 -0.9 0.4
-0.5 0.2 1.0
0.2 0.0 -1.0
-1.9 0.9 -0.1
1.7 -0.9 0.0
0.0 0.0 0.0
0.0 0.0 0.0
0.1 0.0 -0.4
-0.1 0.0 0.4
0.1 -0.4 0.1
-1.5 1.2 0.2
0.9 0.4 -0.5
-0.5 -0.6 0.5
0.0 0.3 -0.1
1.4 -1.0 -0.2
-0.8 -0.4 0.5
0.5 0.6 -0.4
-1.6 0.9 0.2
1.6 -1.1 -0.3
0.1 0.0 0.0
-0.1 0.0 0.0
0.2 0.3 -0.2
-0.2 -0.3 0.2
0.1 -0.4 0.1
-1.5 1.3 0.1
0.9 0.4 -0.6
-0.5 -0.6 0.5
-0.1 0.3 -0.1
1.5 -1.1 -0.1
-0.8 -0.1 0.5
0.5 0.6 -0.4
-1.7 1.0 0.2
1.7 -1.1 -0.3
0.1 0.0 0.0
-0.1 0.0 0.0
0.2 0.3 -0.2
-0.2 -0.3 0.2

Values from the calculation:
E_tot in eV: -76553.6438
Multiplicity: 1
Frontier orbital gap in hartree: 0.232
LUMO in eV: -1.95
E_HOMO in eV: -8.25
Energy above the lowest of the compared OMol25 structures with the same formula, charge and spin in eV: 13.1845
SMILES: O=C(CPC[C@H](O)C(F)(F)F)c1ccccc1.O=C1C=C(O)C(=O)C=C1O.O=C1C=C(O)C(=O)C=C1O.O=C1C=C(O)C(=O)C=C1O